(1)
ORCA calculation (ωB97M-V/def2-TZVPD) on an isolated molecule of C2H5NO3.

Each line ends with the natural charge from an NBO analysis.
Atoms and positions in Å:
O 0.4230 -0.1499 1.8910  -0.387
N 0.3830 0.8672 1.1153  0.130
C 0.8652 0.6586 -0.1502  -0.350
C -0.4168 -0.2811 -0.6783  0.425
O -0.3451 -1.4730 -0.1065  -0.697
O -1.6811 0.2668 -0.5742  -0.691
H 1.0163 1.4264 -0.8270  0.228
H 1.7883 -0.0609 -0.1339  0.220
H -0.1689 -0.2583 -1.7504  0.173
H 0.0494 -1.2458 0.8720  0.476
H -1.9133 0.2499 0.3422  0.473

Output
Frontier orbital gap (spin up / spin down), eV: 8.9 / 8.9
Spin multiplicity: 1
ΔE to the lowest compared entry with this formula, charge and spin, kJ/mol: 415.7
HOMO level (spin up / spin down), Eh: -0.362 / -0.362
SMILES string: O=NCC(O)O
Strongest force on any atom, Eh/bohr: 0.090

***

(2)
ORCA calculation (ωB97M-V/def2-TZVPD) on a cluster of 2 separate species, C2H5NO4 in total.

Each line ends with the natural charge from an NBO analysis.
Atoms and positions in Å:
C 0.3133 0.9426 -0.6832  -0.535
C -0.1421 -1.2005 0.7159  0.768
N -1.0370 -0.2492 1.2181  0.370
O -2.1929 -0.3072 0.7778  -0.474
O -0.6092 0.4769 2.1269  -0.484
O 1.0276 -1.2752 1.3094  -0.628
O -0.6043 -2.1186 -0.0894  -0.622
H 1.2272 0.5460 -1.0745  0.176
H -0.5564 0.8974 -1.3112  0.180
H 0.3506 1.7057 0.0635  0.186
H 1.0255 -0.5319 1.9737  0.531
H -1.5704 -1.9255 -0.1983  0.533

Output
Frontier orbital gap (spin up / spin down), eV: 8.0 / 8.2
Spin multiplicity: 1
ΔE to the lowest compared entry with this formula, charge and spin, kJ/mol: 720.7
HOMO level (spin up / spin down), Eh: -0.307 / -0.338
Strongest force on any atom, Eh/bohr: 0.026

***

(3)
ORCA calculation (ωB97M-V/def2-TZVPD) on an isolated molecule of C2H5NO4S.

Each line ends with the natural charge from an NBO analysis.
Atoms and positions in Å:
N 1.4737 -1.0020 -0.2687  -0.844
C 0.6756 -0.0541 0.5501  0.196
C 0.2982 1.2393 -0.0764  -0.103
O -0.7805 0.9589 -0.8751  -0.673
S -1.6718 -0.2377 -0.2263  2.538
O -1.8016 -1.2287 -1.2284  -0.913
O -2.8129 0.2653 0.4023  -0.879
O -0.5290 -0.7818 0.7820  -0.681
H 1.8929 -1.6562 0.3619  0.371
H 1.0103 -1.4426 -0.9977  0.382
H 1.0625 0.2166 1.4455  0.191
H 0.0856 1.9263 0.8528  0.178
H 1.0969 1.7967 -0.7219  0.238

Output
Frontier orbital gap, eV: 10.9
Spin multiplicity: 1
ΔE to the lowest compared entry with this formula, charge and spin, kJ/mol: 94.8
HOMO level, Eh: -0.377
SMILES string: N[C@H]1COS(=O)(=O)O1
Strongest force on any atom, Eh/bohr: 0.098

***

(4)
ORCA calculation (ωB97M-V/def2-TZVPD) on an isolated molecule of C2H5NO5.

Each line ends with the natural charge from an NBO analysis.
Atoms and positions in Å:
O -0.6336 1.2386 -1.5264  -0.619
C -1.0638 0.2458 -0.9864  0.925
O -2.3583 -0.0950 -1.0358  -0.658
N -0.1964 -0.7197 -0.4482  -0.695
C 0.8016 -0.1349 0.3965  0.884
O 1.5133 -1.0749 1.0596  -0.694
O 1.5823 0.7379 -0.2589  -0.722
O -0.1753 0.6118 1.3802  -0.806
H -2.5773 -0.7219 -0.3327  0.491
H -0.6144 -1.5306 -0.0134  0.394
H 2.4221 -1.0705 0.7280  0.503
H 0.9939 1.2544 -0.8700  0.522
H 0.3060 1.2589 1.9075  0.475

Output
Frontier orbital gap, eV: 11.4
Spin multiplicity: 1
ΔE to the lowest compared entry with this formula, charge and spin, kJ/mol: 0.0
HOMO level, Eh: -0.406
SMILES string: O=C(O)NC(O)(O)O
Strongest force on any atom, Eh/bohr: 0.058

***

(5)
ORCA calculation (ωB97M-V/def2-TZVPD) on an isolated molecule of C2H5NOP2.

Each line ends with the natural charge from an NBO analysis.
Atoms and positions in Å:
H -3.3825 0.9532 -1.1821  -0.108
P -3.2186 -0.0001 -0.1376  0.844
N -1.6403 -0.1611 -0.0592  -1.202
P -0.5534 -1.0140 0.8695  0.785
C 0.7060 0.2243 0.2219  -0.187
C 1.8852 -0.2357 -0.5354  -0.135
O 1.9212 0.1358 0.8755  -0.504
H -0.4461 -0.2561 1.9741  -0.056
H 0.4896 1.1992 -0.0313  0.186
H 1.8548 -1.3134 -0.7954  0.186
H 2.3841 0.4680 -1.2001  0.190

Output
Frontier orbital gap, eV: 7.9
Spin multiplicity: 1
ΔE to the lowest compared entry with this formula, charge and spin, kJ/mol: 250.3
HOMO level, Eh: -0.323
SMILES string: [H]/P=N/P[C@@H]1CO1
Strongest force on any atom, Eh/bohr: 0.075

***

(6)
ORCA calculation (ωB97M-V/def2-TZVPD) on an isolated molecule of C2H5NOS.

Each line ends with the natural charge from an NBO analysis.
Atoms and positions in Å:
C 2.0400 0.0930 0.6577  -0.729
S 0.7425 -0.3711 -0.5536  0.158
C -0.4813 0.8669 -0.2885  -0.202
N -1.6319 0.6001 0.1712  -0.056
O -1.9182 -0.6750 0.3746  -0.524
H 1.5773 0.1273 1.6577  0.227
H 2.8767 -0.5876 0.6271  0.238
H 2.4600 1.1284 0.4461  0.223
H -0.2305 1.9617 -0.4821  0.214
H -1.1462 -1.2526 0.1994  0.451

Output
Frontier orbital gap, eV: 10.0
Spin multiplicity: 1
ΔE to the lowest compared entry with this formula, charge and spin, kJ/mol: 261.8
HOMO level, Eh: -0.345
SMILES string: CS/C=N\O
Strongest force on any atom, Eh/bohr: 0.043

***

(7)
ORCA calculation (ωB97M-V/def2-TZVPD) on an isolated molecule of C2H5NOS.

Each line ends with the natural charge from an NBO analysis.
Atoms and positions in Å:
N -1.2689 -0.5523 -0.2459  -0.782
C -0.1313 0.0973 -0.7039  0.084
S 0.1423 0.3399 -2.2871  -0.146
C 0.8527 0.5169 0.2947  -0.165
O 0.4943 -0.0075 1.5502  -0.719
H -1.5274 -0.3215 0.6480  0.400
H -1.8663 -0.9149 -0.9494  0.409
H 1.8068 0.2051 -0.1060  0.214
H 0.8428 1.6410 0.2406  0.225
H 0.6549 -1.0039 1.5589  0.480

Output
Frontier orbital gap, eV: 9.1
Spin multiplicity: 1
ΔE to the lowest compared entry with this formula, charge and spin, kJ/mol: 95.2
HOMO level, Eh: -0.313
SMILES string: NC(=S)CO
Strongest force on any atom, Eh/bohr: 0.076

***

(8)
ORCA calculation (ωB97M-V/def2-TZVPD) on a structure of composition C2H5NOS.

Each line ends with the natural charge from an NBO analysis.
Atoms and positions in Å:
C -1.6803 1.1689 -0.0617  -0.820
C 0.5329 -0.5044 -0.1509  -0.064
H -2.4954 1.4669 1.5180  0.183
H -0.8482 2.1902 -0.3758  0.319
H -2.8452 1.1083 -0.9825  0.245
H 1.0283 -1.5289 -0.2900  0.198
H 3.2238 0.7401 -0.1881  0.477
N 1.2616 0.4968 -0.0353  -0.186
O 2.6200 0.0595 0.1324  -0.583
S -1.3106 -0.7449 0.0489  0.231

Output
Frontier orbital gap, eV: 8.8
Spin multiplicity: 1
ΔE to the lowest compared entry with this formula, charge and spin, kJ/mol: 820.8
HOMO level, Eh: -0.329
Strongest force on any atom, Eh/bohr: 0.097

***

(9)
ORCA calculation (ωB97M-V/def2-TZVPD) on an isolated molecule of C2H5NOS.

Each line ends with the natural charge from an NBO analysis.
Atoms and positions in Å:
N -0.3695 -1.4501 0.1451  -0.747
C -0.6608 -0.2016 -0.1270  0.242
S -2.4546 0.4562 -0.2058  -0.373
C 0.2974 1.0654 0.0883  -0.124
O 1.6565 0.6105 0.1920  -0.714
H 0.5949 -1.6909 0.3025  0.403
H -1.0198 -2.1713 -0.1101  0.424
H 0.0148 1.7187 -0.6304  0.206
H 0.0698 1.4751 1.0602  0.223
H 1.8713 0.1880 -0.7149  0.461

Output
Frontier orbital gap, eV: 8.2
Spin multiplicity: 1
ΔE to the lowest compared entry with this formula, charge and spin, kJ/mol: 202.9
HOMO level, Eh: -0.298
SMILES string: NC(=S)CO
Strongest force on any atom, Eh/bohr: 0.125

***

(10)
ORCA calculation (ωB97M-V/def2-TZVPD) on an isolated molecule of C2H5NOS2.

Each line ends with the natural charge from an NBO analysis.
Atoms and positions in Å:
C 0.5639 1.0987 -1.0836  -0.763
S -0.4618 -0.3227 -1.4513  0.322
C -1.0784 -0.8349 0.1039  -0.144
S -2.4929 -1.6659 0.2096  -0.115
N -0.3839 -0.4565 1.1862  -0.318
O 0.9828 -0.2829 1.1684  -0.538
H 1.5503 0.8402 -0.8158  0.224
H 0.1019 1.6663 -0.2415  0.236
H 0.5692 1.7785 -1.9918  0.237
H -0.7082 -0.7016 2.0970  0.392
H 1.3572 -1.1191 0.8188  0.468

Output
Frontier orbital gap, eV: 8.8
Spin multiplicity: 1
ΔE to the lowest compared entry with this formula, charge and spin, kJ/mol: 186.5
HOMO level, Eh: -0.313
SMILES string: CSC(=S)NO
Strongest force on any atom, Eh/bohr: 0.046

***

(11)
ORCA calculation (ωB97M-V/def2-TZVPD) on a structure of composition C2H5NOS2.

Each line ends with the natural charge from an NBO analysis.
Atoms and positions in Å:
C -2.1318 -0.6061 -0.1259  -0.810
C 0.3980 0.6948 -0.0257  0.559
H -2.7850 -1.5872 0.5373  0.249
H -2.0092 0.5235 0.5123  0.278
H -2.5227 -0.4694 -1.2604  0.241
H 2.0907 1.7308 -0.0308  0.426
H 3.1754 -0.9024 0.9762  0.110
N 1.7646 0.7000 0.0286  -0.813
O -0.2748 1.6667 -0.2394  -0.601
S -0.3151 -1.0268 -0.1111  0.106
S 2.6097 -0.7239 -0.2610  0.254

Output
Frontier orbital gap, eV: 9.7
Spin multiplicity: 1
ΔE to the lowest compared entry with this formula, charge and spin, kJ/mol: 192.0
HOMO level, Eh: -0.337
Strongest force on any atom, Eh/bohr: 0.090

***

(12)
ORCA calculation (ωB97M-V/def2-TZVPD) on an isolated molecule of C2H5NOS2.

Each line ends with the natural charge from an NBO analysis.
Atoms and positions in Å:
C -1.8971 -0.0816 -0.1242  -0.263
O -0.5055 -0.2034 -0.4453  -0.482
C 0.3015 0.2400 0.4715  0.430
S -0.1861 0.9676 1.9325  -0.282
N 1.6142 0.0957 0.1310  -0.757
S 2.1864 -0.1314 -1.4357  0.216
H -2.1870 -0.7169 0.7191  0.206
H -2.4040 -0.4208 -1.0307  0.194
H -2.2207 0.9248 0.0756  0.209
H 2.3052 0.4367 0.7886  0.423
H 2.9931 -1.1106 -1.0824  0.105

Output
Frontier orbital gap, eV: 9.2
Spin multiplicity: 1
ΔE to the lowest compared entry with this formula, charge and spin, kJ/mol: 71.4
HOMO level, Eh: -0.317
SMILES string: COC(=S)NS
Strongest force on any atom, Eh/bohr: 0.043